{"formula": "CH2F3N2", "method": "ωB97M-V with the def2-TZVPD basis set", "e_tot_ha": -447.777012, "fmax_ev_per_a": 4.8, "total_charge": 1, "e_lumo_ev": [-8.26, -8.24], "homo_ev": [-17.43, -17.41], "relative_energy_kcal_mol": 109.1, "species": ["F", "F", "F", "N", "N", "C", "H", "H"], "positions_angstrom": [[1.39, 1.02, 0.46], [1.61, 0.86, -1.80], [-0.38, -1.10, -1.59], [0.91, 0.52, -0.66], [-1.35, -0.10, 1.10], [0.11, -0.49, -0.60], [-0.71, 0.40, 1.73], [-1.57, -1.10, 1.36]], "lowdin_charge": [0.18, 0.18, 0.27, -0.02, 0.27, -0.01, 0.04, 0.08]}


{"formula": "C15H10MoN5O4S2", "method": "ωB97M-V with the def2-TZVPD basis set", "e_tot_ha": -2015.624499, "fmax_ev_per_a": 3.2, "total_charge": 3, "e_lumo_ev": [-13.60, -14.12], "homo_ev": [-18.20, -18.20], "relative_energy_kcal_mol": 51.9, "species": ["Mo", "S", "S", "O", "O", "O", "O", "N", "N", "N", "N", "N", "C", "C", "C", "C", "C", "C", "C", "C", "C", "C", "C", "C", "C", "C", "C", "H", "H", "H", "H", "H", "H", "H", "H", "H", "H"], "positions_angstrom": [[0.42, 0.36, 1.02], [2.60, -0.12, 0.90], [0.79, 0.21, 3.20], [-5.70, -5.15, 0.46], [-0.85, -0.61, 0.46], [-4.58, -7.00, 0.44], [-3.20, -0.77, -0.52], [-0.82, 4.20, 0.13], [2.85, 2.50, 5.38], [-4.69, -5.81, 0.40], [0.16, 2.29, 0.56], [5.47, 1.91, 1.83], [-1.85, 5.26, 0.00], [2.30, 0.67, 2.46], [-3.51, -3.68, 0.09], [3.25, 1.49, 3.06], [-1.01, 2.99, 0.59], [-2.30, -2.97, -0.01], [-1.05, -3.62, 0.02], [0.51, 4.35, -0.22], [-2.21, -5.71, 0.30], [3.03, 2.03, 4.35], [-3.42, -5.04, 0.26], [-1.02, -4.99, 0.16], [-2.48, -1.57, -0.19], [4.48, 1.74, 2.40], [1.13, 3.18, 0.04], [-4.47, -3.20, 0.04], [-2.20, -6.79, 0.42], [-2.53, 4.99, -0.80], [0.90, 5.27, -0.62], [-0.07, -5.52, 0.15], [-2.40, 5.35, 0.94], [-1.36, 6.20, -0.23], [2.15, 2.89, -0.13], [-0.13, -3.08, -0.14], [-1.96, 2.61, 0.94]], "lowdin_charge": [1.26, 0.81, 0.86, 0.13, -0.39, 0.15, 0.34, -0.06, 0.34, -0.34, -0.17, 0.33, 0.07, -1.02, 0.11, -0.23, -0.07, -0.16, 0.00, 0.03, 0.10, -0.12, -0.07, 0.01, -0.09, -0.13, -0.06, 0.16, 0.15, 0.12, 0.16, 0.14, 0.12, 0.12, 0.12, 0.11, 0.17]}


{"formula": "C2H5NO2", "method": "ωB97M-V with the def2-TZVPD basis set", "e_tot_ha": -284.308595, "fmax_ev_per_a": 6.6, "e_lumo_ev": 0.28, "homo_ev": -10.20, "relative_energy_kcal_mol": 99.6, "species": ["O", "O", "N", "C", "C", "H", "H", "H", "H", "H"], "positions_angstrom": [[-2.14, 0.17, -0.51], [1.82, -0.15, -0.45], [-0.64, 0.18, -0.55], [1.25, -0.01, 0.90], [-0.25, -0.26, 0.70], [1.67, -0.80, 1.65], [-0.90, -0.21, 1.57], [-2.30, -0.08, -1.52], [1.41, 1.15, 1.29], [1.13, 0.18, -1.08]], "lowdin_charge": [-0.15, -0.14, -0.01, -0.24, -0.08, 0.13, 0.12, 0.14, 0.16, 0.06]}


{"formula": "C6H8N2O2", "method": "ωB97M-V with the def2-TZVPD basis set", "e_tot_ha": -493.318490, "fmax_ev_per_a": 5.8, "e_lumo_ev": 0.41, "homo_ev": -9.79, "relative_energy_kcal_mol": 80.6, "species": ["O", "O", "N", "N", "C", "C", "C", "C", "C", "C", "H", "H", "H", "H", "H", "H", "H", "H"], "positions_angstrom": [[3.35, 1.35, 0.55], [-1.69, -0.22, -1.45], [3.21, -0.43, -0.56], [-1.12, -0.44, 0.73], [0.28, -0.74, 0.50], [1.12, 0.53, 0.35], [-4.44, 0.51, 0.51], [-1.98, -0.16, -0.26], [2.62, 0.33, 0.37], [-3.32, 0.23, 0.18], [2.90, -1.40, -0.60], [0.34, -1.36, -0.41], [4.14, 0.28, -0.68], [-1.45, -0.41, 1.69], [0.63, -1.35, 1.34], [0.89, 1.23, 1.16], [0.86, 1.03, -0.60], [-5.47, 0.74, 0.74]], "lowdin_charge": [-0.04, 0.07, 0.11, 0.05, -0.18, -0.10, 0.14, -0.53, -0.52, -0.02, 0.09, 0.12, 0.23, 0.15, 0.13, 0.13, 0.14, 0.04]}


{"formula": "C20H18BrF3N4OS", "method": "ωB97M-V with the def2-TZVPD basis set", "e_tot_ha": -4339.051131, "fmax_ev_per_a": 1.3, "e_lumo_ev": 0.36, "homo_ev": -8.71, "species": ["Br", "S", "F", "F", "F", "O", "N", "N", "N", "N", "C", "C", "C", "C", "C", "C", "C", "C", "C", "C", "C", "C", "C", "C", "C", "C", "C", "C", "C", "C", "H", "H", "H", "H", "H", "H", "H", "H", "H", "H", "H", "H", "H", "H", "H", "H", "H", "H"], "positions_angstrom": [[-3.42, 1.91, -1.43], [1.23, -0.80, -2.74], [2.66, 3.73, -0.57], [1.27, 3.92, -2.20], [0.97, 5.04, -0.39], [0.98, -2.27, 0.03], [3.23, -2.17, -0.17], [-1.12, -2.13, -2.65], [-1.09, -0.40, -1.28], [-2.28, -2.10, -2.00], [3.23, 0.62, 0.89], [-2.28, -1.08, -1.18], [-3.39, -0.74, -0.29], [-5.51, -0.23, 1.44], [-5.03, 0.78, 0.61], [-0.61, 0.64, -0.49], [1.92, -2.40, -2.17], [1.35, 3.85, -0.86], [-3.98, 0.51, -0.25], [0.09, 1.69, -1.08], [-0.37, 1.66, 1.67], [-0.83, 0.62, 0.88], [-3.90, -1.75, 0.52], [-0.41, -1.12, -2.23], [1.99, -2.29, -0.66], [4.15, -0.49, 1.38], [0.55, 2.72, -0.27], [3.50, -1.87, 1.22], [-4.95, -1.49, 1.38], [0.32, 2.72, 1.10], [-5.48, 1.76, 0.63], [0.26, 1.71, -2.14], [4.39, -0.34, 2.43], [2.89, -2.52, -2.65], [0.68, 3.53, 1.70], [4.16, -2.64, 1.64], [-0.55, 1.65, 2.73], [-1.35, -0.21, 1.32], [4.02, -2.13, -0.80], [-3.45, -2.73, 0.47], [3.70, 1.59, 1.01], [-6.33, -0.02, 2.11], [5.09, -0.47, 0.82], [2.54, -1.90, 1.74], [2.30, 0.61, 1.45], [1.23, -3.17, -2.50], [-5.33, -2.28, 2.01], [2.99, 0.49, -0.16]], "lowdin_charge": [0.84, 1.00, 0.13, 0.15, 0.14, 0.05, 0.06, 0.04, 0.05, 0.10, -0.10, -0.29, -0.21, -0.08, -0.12, -0.26, -0.33, -0.58, -0.58, 0.00, -0.05, 0.00, -0.02, -0.62, -0.58, -0.23, -0.11, -0.19, -0.07, -0.02, 0.10, 0.11, 0.11, 0.08, 0.13, 0.12, 0.11, 0.13, 0.14, 0.12, 0.07, 0.11, 0.10, 0.12, 0.07, 0.08, 0.11, 0.06]}


{"formula": "C5H12AsIrN9O7P2S", "method": "ωB97M-V with the def2-TZVPD basis set", "e_tot_ha": -4638.466068, "spin_multiplicity": 5, "fmax_ev_per_a": 2.1, "total_charge": -1, "e_lumo_ev": [2.15, 0.18], "homo_ev": [-5.53, -5.73], "relative_energy_kcal_mol": 11.6, "species": ["Ir", "As", "S", "P", "P", "O", "O", "O", "O", "O", "O", "O", "N", "N", "N", "N", "N", "N", "N", "N", "N", "C", "C", "C", "C", "C", "H", "H", "H", "H", "H", "H", "H", "H", "H", "H", "H", "H"], "positions_angstrom": [[0.66, -0.66, 0.53], [-2.51, 0.87, -0.45], [-1.90, -0.99, 0.34], [0.53, -1.59, 3.03], [2.97, -2.52, 1.91], [0.32, -0.13, 2.74], [2.08, -1.95, 3.21], [-0.04, -2.51, 1.97], [2.63, -1.58, 0.74], [-0.05, -1.91, 4.48], [2.32, -3.95, 1.64], [4.37, -2.62, 2.32], [2.58, 0.67, -2.10], [0.69, -0.76, -1.69], [0.74, -1.85, -3.53], [1.51, 1.29, -0.04], [1.59, 2.37, 0.75], [0.09, -1.72, -2.43], [2.99, 2.67, -0.88], [2.46, 3.18, 0.25], [1.79, -1.01, -3.57], [-3.65, 1.80, 0.82], [-1.29, 2.24, -1.06], [-3.67, 0.52, -1.98], [2.40, 1.50, -1.03], [1.74, -0.35, -2.43], [-4.32, 1.08, 1.28], [0.29, -2.75, 4.80], [-1.87, 3.09, -1.41], [-3.01, 2.24, 1.58], [-4.31, -0.32, -1.72], [-4.26, 1.39, -2.25], [-4.22, 2.59, 0.31], [-3.03, 0.22, -2.82], [-0.65, 2.53, -0.23], [3.31, 0.91, -2.75], [1.35, -3.82, 1.54], [-0.67, 1.83, -1.86]], "mulliken_spin": [2.96, 0.03, 0.20, -0.02, 0.02, 0.10, 0.00, 0.09, 0.17, 0.00, 0.00, 0.02, 0.04, 0.15, 0.04, 0.18, -0.02, -0.02, 0.00, 0.04, 0.00, 0.01, 0.01, 0.00, 0.00, 0.02, 0.00, 0.00, 0.00, 0.00, 0.00, 0.00, 0.00, 0.00, 0.00, 0.00, 0.00, 0.00]}


{"formula": "C36H29Cl2CuF12N7O18S4", "method": "ωB97M-V with the def2-TZVPD basis set", "e_tot_ha": -8478.236801, "spin_multiplicity": 2, "fmax_ev_per_a": 3.5, "e_lumo_ev": [-2.12, -4.06], "homo_ev": [-9.50, -9.50], "relative_energy_kcal_mol": 0.0, "species": ["Cu", "Cl", "Cl", "S", "S", "S", "S", "F", "F", "F", "F", "F", "F", "F", "F", "F", "F", "F", "F", "O", "O", "O", "O", "O", "O", "O", "O", "O", "O", "O", "O", "O", "O", "O", "O", "O", "O", "N", "N", "N", "N", "N", "N", "N", "C", "C", "C", "C", "C", "C", "C", "C", "C", "C", "C", "C", "C", "C", "C", "C", "C", "C", "C", "C", "C", "C", "C", "C", "C", "C", "C", "C", "C", "C", "C", "C", "C", "C", "C", "C", "H", "H", "H", "H", "H", "H", "H", "H", "H", "H", "H", "H", "H", "H", "H", "H", "H", "H", "H", "H", "H", "H", "H", "H", "H", "H", "H", "H", "H"], "positions_angstrom": [[-22.82, 1.74, 7.04], [-22.48, 1.92, -0.03], [-21.90, 0.49, -2.93], [-22.41, 0.11, 10.19], [-25.39, 2.54, 6.03], [-23.86, 2.54, 3.84], [-22.87, 2.79, 9.75], [-22.35, 3.85, 2.12], [-24.63, 3.45, 11.57], [-25.96, 4.74, 7.48], [-21.22, 2.64, 3.54], [-22.09, 4.54, 4.12], [-20.08, 0.19, 8.81], [-20.45, -1.64, 9.86], [-19.81, 0.15, 10.94], [-25.71, 5.13, 5.38], [-27.46, 4.11, 6.13], [-25.52, 3.22, 9.67], [-24.99, 1.48, 10.76], [-24.36, -0.60, 6.35], [-25.71, 2.85, 0.18], [-20.94, 2.60, 6.38], [-20.65, 4.69, 6.74], [-24.08, 10.39, 4.62], [-23.76, 1.14, 3.48], [-25.17, 1.88, 7.33], [-26.28, 1.81, 5.20], [-27.96, 9.94, 3.36], [-23.07, -1.12, 9.88], [-24.96, 3.28, 3.25], [-29.96, 9.15, 3.63], [-21.98, 3.22, 10.80], [-25.26, 1.97, -1.71], [-22.54, 0.58, 11.55], [-24.53, 8.32, 4.96], [-26.01, -1.69, 5.46], [-23.03, 3.59, 8.54], [-22.55, 1.22, 9.03], [-25.54, 1.88, -0.53], [-20.23, 3.61, 6.44], [-23.76, 9.23, 4.67], [-23.77, 2.70, 5.45], [-25.38, -1.28, 6.40], [-28.78, 9.04, 3.32], [-25.89, -1.83, -0.13], [-21.87, -0.41, -1.38], [-25.89, -3.06, 7.98], [-21.69, 9.67, 3.43], [-22.42, 8.81, 4.22], [-26.03, 0.48, 1.39], [-29.32, 6.76, 2.58], [-20.41, 9.33, 3.11], [-25.83, -0.58, -0.77], [-17.89, 4.34, 6.55], [-26.78, -2.72, 10.18], [-26.25, -0.83, 8.72], [-24.63, 2.71, 10.49], [-17.13, 2.19, 4.92], [-18.87, 3.53, 5.96], [-26.61, 6.11, 2.46], [-26.26, -0.75, 1.99], [-18.47, 2.45, 5.17], [-16.56, 4.08, 6.34], [-21.42, 0.50, -0.23], [-26.12, -1.90, 1.21], [-28.34, 7.71, 2.93], [-16.18, 3.01, 5.52], [-26.99, 7.39, 2.83], [-22.28, 3.43, 3.37], [-27.57, 5.15, 2.21], [-21.91, 7.62, 4.69], [-26.33, -3.60, 9.16], [-25.81, -1.70, 7.74], [-26.18, 4.31, 6.27], [-26.82, -1.38, 9.87], [-19.83, 8.13, 3.56], [-20.57, 7.30, 4.41], [-20.54, -0.32, 9.95], [-28.91, 5.48, 2.25], [-25.76, 0.55, 0.02], [-18.14, 5.17, 7.19], [-15.79, 4.76, 6.69], [-21.45, -0.14, 0.65], [-21.08, -1.15, -1.53], [-29.63, 4.71, 1.99], [-25.68, -3.74, 7.16], [-22.83, -0.89, -1.23], [-25.64, -0.52, -1.84], [-26.28, 0.24, 8.55], [-19.24, 1.78, 4.82], [-30.37, 6.97, 2.64], [-22.46, 6.93, 5.32], [-16.85, 1.29, 4.40], [-25.91, 1.33, 2.04], [-18.76, 7.98, 3.48], [-15.17, 2.78, 5.21], [-25.58, 5.78, 2.49], [-27.01, -3.10, 11.16], [-26.17, 8.02, 3.16], [-25.65, -2.67, -0.77], [-26.28, -4.65, 9.41], [-20.44, 0.84, -0.54], [-26.39, -0.69, 3.06], [-19.89, 9.97, 2.41], [-22.09, 10.60, 3.07], [-20.25, 6.38, 4.87], [-27.01, -0.67, 10.66], [-26.26, -2.85, 1.70], [-27.17, 4.22, 1.82]], "mulliken_spin": [0.73, 0.00, 0.00, 0.00, 0.01, 0.01, 0.00, 0.00, 0.00, 0.00, 0.00, 0.00, 0.00, 0.00, 0.00, 0.00, 0.00, 0.00, 0.00, 0.01, 0.00, 0.02, 0.00, 0.00, 0.00, 0.03, 0.00, 0.00, 0.00, 0.01, 0.00, 0.00, 0.00, 0.01, 0.00, 0.00, 0.01, 0.05, 0.00, 0.01, 0.00, 0.08, 0.00, 0.00, 0.00, 0.00, 0.00, 0.00, 0.00, 0.00, 0.00, 0.00, 0.00, 0.00, 0.00, 0.00, 0.00, 0.00, 0.00, 0.00, 0.00, 0.00, 0.00, 0.00, 0.00, 0.00, 0.00, 0.00, 0.00, 0.00, 0.00, 0.00, 0.00, 0.00, 0.00, 0.00, 0.00, 0.00, 0.00, 0.00, 0.00, 0.00, 0.00, 0.00, 0.00, 0.00, 0.00, 0.00, 0.00, 0.00, 0.00, 0.00, 0.00, 0.00, 0.00, 0.00, 0.00, 0.00, 0.00, 0.00, 0.00, 0.00, 0.00, 0.00, 0.00, 0.00, 0.00, 0.00, 0.00]}


{"formula": "C5H12NO", "method": "ωB97M-V with the def2-TZVPD basis set", "e_tot_ha": -327.690540, "fmax_ev_per_a": 0.9, "total_charge": -1, "e_lumo_ev": 3.99, "homo_ev": -2.46, "relative_energy_kcal_mol": 3.5, "species": ["O", "N", "C", "C", "C", "C", "C", "H", "H", "H", "H", "H", "H", "H", "H", "H", "H", "H", "H"], "positions_angstrom": [[1.43, -2.09, 1.74], [-0.37, -0.73, 0.94], [0.67, -1.05, 2.02], [1.39, 0.51, -0.31], [0.23, -0.45, -0.39], [-1.52, 1.35, -0.86], [-0.88, 0.05, -1.32], [-0.87, 2.21, -1.01], [2.20, 0.08, 0.28], [0.62, -1.41, -0.77], [0.02, -1.13, 2.92], [-0.76, -1.66, 0.81], [-1.80, 1.24, 0.18], [1.09, 1.45, 0.15], [-0.45, 0.18, -2.32], [-1.62, -0.76, -1.41], [1.77, 0.77, -1.31], [1.26, -0.11, 2.13], [-2.41, 1.56, -1.47]], "lowdin_charge": [-0.33, -0.04, -0.59, -0.10, -0.45, -0.13, -0.25, 0.06, 0.06, 0.12, 0.07, 0.08, 0.06, 0.07, 0.09, 0.10, 0.07, 0.07, 0.06]}